DFT (wB97M-V/def2-TZVPD) results for C29H20ClF5PRhS as an isolated structure.

Atoms and positions in Å:
C  -0.76756  -1.66246  3.31027
C  -0.65079  -1.91857  1.90242
C  0.74606  -2.06209  1.58114
H  -1.47940  -1.96018  1.19943
C  1.48172  -1.95220  2.80915
C  0.54567  -1.72412  3.87209
H  0.79746  -1.60983  4.92473
H  -1.68767  -1.51683  3.86712
H  1.16821  -2.21532  0.58929
H  2.56225  -1.98779  2.92164
Rh  0.40793  -0.30482  2.45542
Cl  1.86372  0.89003  0.86207
P  0.40231  0.15944  -1.67165
C  1.48565  -0.91118  -2.69699
C  1.05832  -1.62188  -3.83071
H  0.01442  -1.58770  -4.14410
C  1.97725  -2.37581  -4.56514
H  1.63930  -2.91721  -5.45059
C  3.31691  -2.43671  -4.16957
H  4.03018  -3.02898  -4.74611
C  3.74210  -1.73959  -3.03089
H  4.78816  -1.77647  -2.72382
C  2.83054  -0.99756  -2.28393
H  3.14228  -0.47515  -1.37834
C  -1.24014  -0.26702  -2.37554
C  -1.86863  -1.41105  -1.83391
H  -1.36726  -1.98196  -1.04988
C  -3.11267  -1.80998  -2.31387
H  -3.59427  -2.69533  -1.89526
C  -3.74401  -1.07994  -3.33080
H  -4.71871  -1.39777  -3.70596
C  -3.12559  0.05476  -3.86366
H  -3.60939  0.62526  -4.65817
C  -1.88186  0.47202  -3.38024
H  -1.41370  1.36778  -3.78971
C  0.70886  1.79109  -2.45532
C  1.41465  1.98619  -3.65290
H  1.85153  1.13818  -4.18166
C  1.55632  3.27651  -4.17217
H  2.09661  3.41975  -5.10966
C  1.01386  4.37477  -3.49877
H  1.13028  5.38035  -3.90781
C  0.32378  4.18405  -2.29437
H  -0.10864  5.03578  -1.76740
C  0.18927  2.90459  -1.76291
H  -0.31040  2.75062  -0.80572
F  -1.61544  -0.07499  8.93223
C  -1.39227  0.38806  7.68572
C  -0.11076  0.81226  7.32795
F  0.90494  0.73035  8.21627
C  0.12920  1.24693  6.03083
F  1.38868  1.59407  5.66976
C  -0.89995  1.26981  5.07276
S  -0.57491  1.74106  3.43944
C  -2.18018  0.83083  5.45793
F  -3.17849  0.78292  4.53900
C  -2.43050  0.39170  6.75077
F  -3.64526  -0.09872  7.08013

Cartesian forces (eV/Å) of the 2 atoms listed first:
C -1.32 -3.47 1.29
C -1.27 -1.93 -0.56

Computed properties:
**HOMO level (alpha / beta)**: -5.47 / -8.08 eV
**HOMO-LUMO gap (alpha / beta)**: 5.64 / 4.61 eV
**Multiplicity**: 5
**⟨S²⟩**: 6.019
**LUMO energy (alpha / beta)**: 0.17 / -3.47 eV

=====

DFT (wB97M-V/def2-TZVPD) results for C3H8N3S as an isolated structure.

Atoms and positions in Å:
C  -1.06720  -0.81798  -0.11750
C  -0.14252  0.14702  0.79190
C  1.77820  0.37758  -0.87980
N  1.23482  -0.15799  0.30905
N  -0.38215  -1.79641  -0.58510
N  -2.28471  -0.55120  -0.30217
S  1.21389  -1.80719  0.27764
H  -0.41981  1.20983  0.93906
H  -0.02608  -0.30194  1.74232
H  2.89199  0.56657  -0.87857
H  1.54075  -0.28812  -1.71118
H  1.21112  1.38321  -0.96641
H  -0.57332  -2.47491  -1.37305
H  -2.80225  0.20499  0.23910
H  -2.97549  -1.09295  -0.94626

Cartesian forces (eV/Å) of the 2 atoms listed first:
C 2.39 1.59 1.59
C 0.92 -0.71 -1.28

Computed properties:
**HOMO level**: -13.40 eV
**HOMO-LUMO gap**: 9.86 eV
**Net charge**: +1
**LUMO energy**: -3.54 eV

=====

DFT (wB97M-V/def2-TZVPD) results for a 2-piece molecular cluster, C3HN3O2 overall.

Atoms and positions in Å:
C  0.00816  -1.39382  -0.53866
C  1.31407  -0.17380  1.13950
C  0.49977  -0.23194  -0.01352
N  -0.56314  -2.27507  -0.99025
N  1.85955  -0.31524  2.17285
N  -2.05214  -2.14096  1.16961
O  -2.22820  -2.75193  0.23586
O  -2.57490  -1.96190  2.23735
H  0.33998  0.82903  -0.38358

Cartesian forces (eV/Å) of the 2 atoms listed first:
C 1.12 3.00 0.97
C 0.61 -1.66 2.11

Computed properties:
**HOMO level (alpha / beta)**: -8.93 / -8.08 eV
**HOMO-LUMO gap (alpha / beta)**: 5.39 / 3.59 eV
**LUMO energy (alpha / beta)**: -3.54 / -4.49 eV